Entry 1:
# C33H41F4NO4

A cluster of 5 separate species, C33H41F4NO4 in total (ωB97M-V/def2-TZVPD, the Open Molecules 2025 dataset).

The geometry in XYZ format:
```
83
Properties=species:S:1:pos:R:3:forces:R:3:mulliken_charge:R:1
F 4.47689 -2.74277 2.44508 0.1 0.0 0.1 -0.39
F 5.59739 -1.06366 -0.79201 0.0 0.0 0.0 -0.19
F -1.46032 5.99734 0.85562 0.0 0.0 0.0 -0.32
F -7.97858 2.73563 1.17022 0.0 0.0 0.0 -0.32
O -2.49762 1.43138 1.03349 -0.1 0.3 0.0 0.21
O 2.00779 -2.76309 -0.80344 -0.1 -0.1 0.0 -0.41
O -1.61281 2.33285 1.70041 0.1 -0.1 -0.1 -0.56
O -2.74619 -1.30425 -0.82857 0.0 -0.1 0.2 -0.53
N -6.02485 -2.63500 -0.30474 -0.1 0.0 0.1 -0.65
C -0.86219 6.73003 -2.62696 0.0 0.0 0.0 -0.31
C -1.61863 5.73381 -3.23008 0.0 0.0 0.0 -0.53
C -5.91138 0.35868 3.78934 0.0 0.0 0.0 -0.76
C 8.43539 -2.23562 1.52445 0.0 0.0 0.0 -0.64
C 7.73107 -3.31031 0.99989 0.0 0.0 0.0 -0.35
C 0.81629 -0.84500 0.19831 0.0 0.0 0.1 -0.37
C -2.27242 4.92266 -1.06259 -0.1 -0.1 0.0 -0.27
C 4.47491 -2.00245 -4.08764 0.0 0.0 0.0 -0.50
C 5.14312 -1.06359 -4.86243 0.0 0.0 0.0 -0.61
C 6.12877 -0.12015 -2.87594 0.0 0.0 0.0 -0.58
C -1.85884 0.83733 -0.09687 -0.2 -0.2 0.0 -1.37
C 2.07710 -1.38960 -0.46143 0.2 0.1 0.0 -0.72
C -7.98187 1.36726 3.07901 0.0 0.0 0.0 -0.58
C 5.78772 -2.57864 2.14965 0.0 0.0 0.0 0.58
C -0.43559 -1.16060 -0.60709 0.1 0.1 -0.3 -1.54
C 7.79759 -1.33550 2.36668 0.0 0.0 0.0 -0.34
C 6.45772 -1.50061 2.68848 0.0 0.0 0.0 -0.51
C -7.27388 0.56278 3.96126 0.0 0.0 0.0 -0.29
C -1.87415 -1.16935 1.46060 0.1 0.0 -0.1 -1.90
C 4.62857 -2.01512 -2.70861 0.0 0.0 0.0 -0.31
C -5.94352 1.76881 1.83612 0.0 0.0 0.0 -0.63
C 6.39166 -3.49193 1.31111 0.0 0.0 0.0 -0.40
C 5.96803 -0.12724 -4.25455 0.0 0.0 0.0 -0.29
C -0.80056 6.83295 -1.24435 0.0 0.0 0.0 -0.49
C -5.25024 0.96396 2.72865 0.0 -0.1 0.0 0.02
C -4.10818 -1.06879 -0.49330 0.0 0.1 0.0 0.04
C -1.51174 5.92106 -0.49214 0.0 0.0 0.0 0.39
C -7.29697 1.95262 2.03318 0.0 0.0 0.0 0.39
C -4.76184 -2.21177 0.30745 0.0 0.0 0.0 -0.35
C 1.97395 -3.60698 0.33051 0.1 0.1 0.0 -0.37
C -1.75267 -0.70450 0.01188 -0.1 0.1 0.1 2.54
C -2.32193 4.83004 -2.44623 0.0 0.0 0.0 -0.57
C 5.45279 -1.06820 -2.13456 0.0 0.0 0.0 0.47
H 2.27110 -0.86614 -1.40066 -0.1 0.0 0.0 0.51
H -0.34940 -0.68201 -1.59084 0.0 -0.1 0.0 0.33
H -4.21403 -0.11610 0.03924 0.0 0.0 0.0 -0.29
H -1.65910 5.66193 -4.30832 0.0 0.0 0.0 0.38
H -5.44743 2.24537 1.00134 0.0 0.0 0.0 0.48
H -2.87966 -1.03079 1.84780 -0.1 0.0 0.0 0.21
H -4.18831 0.81465 2.58250 0.0 0.0 0.0 0.44
H -1.76537 3.16047 1.22008 0.0 0.0 0.1 0.28
H 1.07032 -3.45725 0.93169 0.0 0.0 0.0 0.19
H 9.47915 -2.09872 1.27607 0.0 0.0 0.0 0.39
H -1.61265 -2.22761 1.52769 0.0 0.0 0.0 0.34
H -2.49175 1.06389 -0.95951 0.2 0.0 -0.1 0.35
H 0.73832 -1.23619 1.21565 0.0 0.0 0.0 0.24
H -5.93457 -3.52242 -0.77934 0.0 0.0 -0.1 0.22
H 5.01975 -1.06032 -5.93705 0.0 0.0 0.0 0.38
H -2.91257 4.05041 -2.90865 0.0 0.0 0.0 0.37
H 6.76120 0.60200 -2.37792 0.0 0.0 0.0 0.43
H -7.79346 0.09409 4.78684 0.0 0.0 0.0 0.37
H -2.82318 4.23384 -0.43362 0.0 0.0 0.0 0.55
H 6.49061 0.60613 -4.85469 0.0 0.0 0.0 0.36
H 5.81896 -4.31747 0.91107 0.0 0.0 0.0 0.44
H -4.96292 -1.88801 1.33058 0.0 0.0 0.0 0.26
H -1.20497 -0.59895 2.10506 0.0 0.0 0.0 0.53
H -0.88011 1.29334 -0.24194 0.0 0.0 0.1 0.50
H -5.36496 -0.26930 4.48041 0.0 0.0 0.0 0.43
H 5.93548 -0.81097 3.33713 0.0 0.0 0.0 0.43
H 1.97872 -4.63454 -0.02842 0.0 0.0 0.0 0.29
H -9.04262 1.54380 3.19215 0.0 0.0 0.0 0.43
H 4.10836 -2.72752 -2.08148 0.0 0.0 0.0 0.47
H -0.21831 7.59978 -0.75267 0.0 0.0 0.0 0.43
H 8.22316 -4.01116 0.33848 0.0 0.0 0.0 0.37
H 2.85497 -3.42791 0.95552 -0.1 -0.1 0.1 0.06
H 8.34354 -0.49640 2.77742 0.0 0.0 0.0 0.37
H 3.82514 -2.73045 -4.55524 0.0 0.0 0.0 0.39
H 0.95412 0.23662 0.29922 0.0 0.0 0.1 0.46
H -4.65313 -0.97719 -1.43290 0.0 0.0 0.0 0.46
H 2.94078 -1.21958 0.19657 0.0 0.0 0.0 0.25
H -0.50401 -2.23248 -0.79975 0.0 0.0 0.1 0.35
H -6.75352 -2.73863 0.38689 0.0 0.0 0.0 0.23
H -4.03597 -3.02717 0.37175 0.0 0.0 0.0 0.26
H -0.31141 7.43446 -3.23607 0.0 0.0 0.0 0.36
```
Forces are in eV/Å.

As for the SMILES: COCCC[C@@](C)(COO)OCCN.Fc1ccccc1.Fc1ccccc1.Fc1ccccc1.Fc1ccccc1. The calculation puts the HOMO energy at -9.13 eV.

=====

Entry 2:
# C5H8NO

The ion C5H8NO with charge +1 at a distorted geometry (ωB97M-V/def2-TZVPD, the Open Molecules 2025 dataset).

The geometry in XYZ format:
```
15
Properties=species:S:1:pos:R:3:forces:R:3:mulliken_charge:R:1
O 0.36294 -1.15028 -0.58183 0.0 0.0 -0.2 -0.34
N 2.37715 0.39802 -0.40917 -1.0 0.9 -0.7 -0.02
C 1.58129 -0.00779 -1.17970 1.9 1.1 -1.3 0.00
C -0.72842 -0.67338 -0.46527 0.2 -0.4 -0.1 0.80
C -2.45117 0.50265 0.92433 -1.9 0.1 0.8 -0.91
C -1.90043 -0.18681 -0.34597 -0.9 0.8 0.9 -0.49
C 2.78778 0.23172 0.91346 0.9 -1.8 0.5 -0.60
H 2.81517 1.13855 1.51140 0.0 0.1 -0.3 0.26
H 2.06110 -0.52490 1.31488 1.3 0.5 0.4 0.31
H 1.67113 0.15101 -2.26504 -1.4 -0.8 0.3 0.43
H -2.58306 -0.32225 -1.19190 0.3 0.0 0.2 0.37
H -3.24892 -0.28030 1.37878 1.5 2.2 -1.1 0.28
H -1.76513 0.74598 1.78831 -0.2 -0.6 -1.4 0.34
H 3.84804 -0.13679 0.69960 -1.3 0.1 1.3 0.28
H -2.91006 1.53492 0.58883 0.5 -2.3 0.8 0.29
```
Forces are in eV/Å.

For the energy relative to the best compared isomer or geometry (same formula, charge and spin), the calculation gives 3.7062 eV. The calculation puts the HOMO energy at -14.19 eV. Its total charge is +1.

=====

Entry 3:
# C25H29N5O3

An isolated molecule of C25H29N5O3 (ωB97M-V/def2-TZVPD, the Open Molecules 2025 dataset).

The geometry in XYZ format:
```
62
Properties=species:S:1:pos:R:3:forces:R:3:mulliken_charge:R:1
O 2.46459 -0.46128 1.93353 0.1 -0.1 0.1 -0.41
O -4.09720 0.29531 0.99161 -0.2 0.3 0.2 -0.70
O -0.90108 -0.41958 -3.10175 0.0 -0.3 0.0 -0.69
N -1.11968 2.11459 -0.57409 0.1 0.2 0.1 0.30
N -0.70632 1.80303 -3.24593 0.1 0.3 -0.4 -0.09
N 2.07947 -2.68507 -2.02204 0.0 0.3 0.0 0.42
N -2.91356 -1.53966 0.46268 -0.1 -0.3 0.2 0.29
N 1.82898 -3.98639 -1.93010 0.4 -0.7 -0.5 -1.05
C -0.71582 -0.14482 3.62581 0.1 0.0 0.0 -0.90
C -3.34895 -0.28501 0.21916 -0.1 0.1 -0.3 0.61
C -1.42880 0.81064 -1.12045 -0.2 -0.4 -0.2 2.47
C 0.54413 0.93926 1.41367 0.3 -0.1 0.0 0.47
C 4.45524 2.21156 0.39288 0.0 0.0 0.0 -0.68
C 1.27120 -1.95028 -1.23331 -0.2 -0.2 0.2 -0.81
C -0.65051 -2.53252 0.38578 -0.1 0.1 -0.3 1.33
C 0.58348 -0.51101 3.33410 0.3 0.0 -0.1 -0.62
C -0.97239 0.67299 -2.56809 0.1 -0.1 0.1 -0.55
C 4.10442 -0.53101 0.24642 -0.3 0.0 0.2 -0.46
C 0.44183 -2.83723 -0.58089 0.2 0.1 0.0 0.14
C 3.33064 0.22371 1.12321 0.3 0.2 -0.3 0.43
C 1.21886 0.02908 2.21772 -0.5 0.1 0.1 0.28
C -1.49145 2.27690 0.82331 -0.1 0.2 0.0 -1.52
C -1.99349 -2.31137 -0.34293 0.3 0.0 0.0 -1.43
C -3.35100 -2.18777 1.68119 -0.2 0.1 0.2 -1.19
C -0.76559 1.29776 1.70704 0.0 -0.1 0.2 0.34
C 3.51641 1.59987 1.20356 -0.1 -0.2 0.2 -0.23
C -1.39455 0.75132 2.81634 -0.1 0.1 -0.1 -0.73
C 5.21557 1.46447 -0.49083 0.1 0.1 -0.1 -0.50
C -1.54147 3.19010 -1.44174 0.2 0.0 -0.3 -0.46
C 5.04252 0.09158 -0.55484 0.0 0.1 0.0 -0.59
C 0.84200 -4.09643 -1.06445 0.1 0.4 0.0 -1.14
C -0.66792 3.13492 -2.69137 -0.1 0.4 0.3 -0.77
C -2.92330 0.38073 -1.07885 0.1 0.1 0.1 -1.24
H 2.79229 -2.35277 -2.65133 -0.1 -0.1 0.1 0.24
H 0.45155 -5.06054 -0.80628 -0.1 -0.3 0.0 0.57
H 1.01845 1.35821 0.53858 0.0 0.0 -0.1 0.68
H -1.20735 -0.56773 4.48928 0.0 -0.1 0.1 0.41
H -1.80328 -1.81841 -1.29475 0.0 0.0 0.0 0.30
H -0.39974 -1.62729 0.94212 -0.1 0.0 0.1 -1.21
H -1.19615 3.29138 1.11624 -0.1 0.0 0.0 0.61
H 1.11938 -1.22182 3.94288 0.1 -0.1 0.1 0.48
H 5.64102 -0.49840 -1.23318 0.1 -0.1 0.0 0.42
H -1.02509 3.84503 -3.44240 0.0 -0.1 0.1 0.45
H 0.36366 3.39814 -2.42277 -0.1 0.1 0.0 0.28
H -2.54184 -2.23065 2.41286 0.0 0.0 0.0 0.33
H -3.12087 -0.29212 -1.91458 0.0 0.0 0.0 0.58
H -3.55786 1.26127 -1.19914 0.0 -0.1 0.1 0.20
H -0.85053 0.08123 -0.54623 0.0 0.0 -0.2 -1.40
H 4.59735 3.28018 0.45949 0.0 0.1 0.0 0.41
H -3.69014 -3.19999 1.45693 0.0 -0.1 0.0 0.32
H 3.95771 -1.59957 0.21411 0.0 -0.1 0.0 0.48
H 1.34610 -0.88329 -1.18701 0.0 0.3 0.0 0.95
H -2.41848 1.01297 3.03238 -0.2 0.0 0.0 0.35
H 2.93724 2.18015 1.90692 0.0 0.0 0.0 0.49
H -2.60421 3.12738 -1.72741 0.0 0.0 0.0 0.31
H -2.45194 -3.28376 -0.55814 0.0 0.1 -0.1 0.60
H 5.94608 1.94933 -1.12057 0.1 0.0 0.0 0.41
H -1.38438 4.14328 -0.93387 0.0 0.0 0.0 0.41
H -2.57341 2.18338 0.98837 0.1 0.0 0.0 0.38
H -4.17296 -1.60893 2.09752 0.1 -0.1 0.0 0.38
H -0.74386 -3.35257 1.09965 0.0 0.1 0.1 0.86
H -0.38503 1.67753 -4.19604 0.0 -0.1 0.1 0.34
```
Forces are in eV/Å.

For the energy relative to the best compared isomer or geometry (same formula, charge and spin), the calculation gives 2.4033 eV. As for the SMILES: CN(CCc1cn[nH]c1)C(=O)C[C@H]1C(=O)NCCN1Cc1cccc(Oc2ccccc2)c1. The calculation puts the HOMO energy at -8.51 eV.